# 1
ORCA calculation (ωB97M-V/def2-TZVPD) on a 3-piece molecular cluster, C24H43FN2O12P3S overall.

Geometry as ORCA input:
```
! wB97M-V def2-TZVPD RIJCOSX def2/J DEFGRID3
* xyz 1 1
C -5.689 -1.487 1.721
C -4.249 -1.190 1.155
N -4.226 -0.051 0.153
C -2.882 -0.085 -0.491
O -2.955 -1.132 -1.472
C -1.953 -2.102 -1.263
O -2.279 -3.253 -1.182
C -0.453 -1.777 -1.152
C 0.199 -0.704 -1.893
C 1.601 -0.342 -1.787
C 2.433 -1.113 -0.866
C 1.809 -2.219 -0.145
C 0.400 -2.581 -0.252
C -2.440 1.230 -1.252
F -2.615 1.011 -2.620
C -3.054 2.582 -0.711
P -2.738 4.041 -1.877
O -1.049 4.061 -2.043
O -3.162 5.499 -1.202
S -3.482 3.860 -3.632
C -4.549 2.497 -0.161
P -5.902 2.501 -1.466
C -7.623 2.389 -0.723
C -5.691 1.196 -2.789
P -4.950 3.974 1.014
O -5.884 5.108 0.187
O -3.517 4.639 1.578
C -4.587 1.234 0.829
N -3.767 1.580 2.004
H -6.503 -1.127 1.034
H -5.813 -0.880 2.667
H -5.830 -2.551 2.021
H -3.891 -2.145 0.674
H -3.542 -1.013 2.007
H -5.003 -0.276 -0.496
H -2.127 -0.310 0.306
H -0.451 -0.095 -2.575
H 1.965 0.524 -2.390
H 3.498 -0.812 -0.769
H 2.428 -2.836 0.541
H -0.036 -3.435 0.314
H -1.326 1.318 -1.094
H -2.427 2.835 0.202
H -0.715 4.933 -1.756
H -2.362 6.026 -1.010
H -8.327 2.794 -1.495
H -7.693 3.049 0.173
H -7.940 1.328 -0.528
H -5.268 1.631 -3.735
H -5.043 0.320 -2.531
H -6.720 0.825 -3.066
H -6.725 5.134 0.676
H -3.709 5.498 1.995
H -5.652 1.202 1.194
H -2.801 1.261 1.906
H -4.170 1.125 2.827
C 7.251 0.102 4.605
C 6.959 -0.546 3.267
O 5.568 -0.887 3.144
C 4.747 0.131 2.873
O 5.063 1.281 2.717
O 3.493 -0.351 2.826
C 2.498 0.653 2.639
H 6.898 -0.531 5.422
H 8.321 0.272 4.725
H 6.739 1.060 4.701
H 7.514 -1.482 3.188
H 7.273 0.087 2.435
H 2.713 1.268 1.765
H 2.420 1.272 3.534
H 1.545 0.147 2.481
C 7.518 -5.052 -3.568
C 7.020 -3.621 -3.610
O 6.011 -3.391 -2.616
C 6.459 -3.240 -1.366
O 7.608 -3.272 -1.013
O 5.397 -3.071 -0.562
C 5.728 -2.996 0.825
H 6.683 -5.751 -3.646
H 8.216 -5.240 -4.385
H 8.026 -5.267 -2.627
H 6.552 -3.428 -4.576
H 7.838 -2.906 -3.499
H 6.483 -2.233 1.011
H 6.069 -3.969 1.182
H 4.824 -2.726 1.369
*
```

## Properties
Total energy   -94548.108 eV

# 2
ORCA calculation (ωB97M-V/def2-TZVPD) on one molecule with the formula C23H38N4O2.

Geometry as ORCA input:
```
! wB97M-V def2-TZVPD RIJCOSX def2/J DEFGRID3
* xyz 0 1
O 0.554 3.802 -0.294
C 1.092 3.331 -1.283
C 0.409 3.432 -2.645
C -1.100 3.266 -2.428
C -1.325 1.930 -1.823
N -0.860 0.798 -2.238
N -1.226 -0.137 -1.332
C -1.893 0.469 -0.405
C -2.453 -0.077 0.852
C -3.301 -1.335 0.636
C -2.484 -2.548 0.184
C -1.612 -3.091 1.315
C -0.793 -4.285 0.835
C -1.709 -5.391 0.323
C -2.598 -4.861 -0.798
C -3.408 -3.660 -0.318
O -2.002 1.792 -0.666
N 2.295 2.724 -1.206
C 3.028 2.070 -2.265
C 2.920 0.555 -2.097
C 3.472 0.155 -0.729
C 2.779 0.929 0.399
C 1.315 0.464 0.607
N 1.003 -0.163 1.869
C 1.065 0.667 3.054
C 0.754 -0.330 4.171
C 1.342 -1.658 3.659
C 1.729 -1.374 2.199
C 2.855 2.433 0.100
H 0.738 2.652 -3.326
H 0.621 4.413 -3.075
H -1.469 4.022 -1.735
H -1.630 3.345 -3.379
H -1.613 -0.301 1.516
H -3.054 0.710 1.311
H -3.813 -1.569 1.572
H -4.065 -1.119 -0.114
H -1.837 -2.229 -0.638
H -0.941 -2.311 1.673
H -2.249 -3.402 2.148
H -0.171 -4.665 1.650
H -0.131 -3.964 0.028
H -1.115 -6.234 -0.038
H -2.336 -5.752 1.143
H -3.270 -5.649 -1.145
H -1.973 -4.557 -1.640
H -4.026 -3.286 -1.137
H -4.075 -3.970 0.490
H 4.079 2.376 -2.176
H 2.674 2.386 -3.244
H 1.872 0.265 -2.185
H 3.481 0.054 -2.887
H 4.545 0.371 -0.703
H 3.344 -0.917 -0.573
H 3.332 0.757 1.329
H 0.650 1.327 0.521
H 1.037 -0.252 -0.170
H 2.061 1.116 3.211
H 0.333 1.474 2.983
H -0.325 -0.419 4.297
H 1.185 -0.024 5.122
H 2.214 -1.959 4.238
H 0.606 -2.457 3.720
H 2.821 -1.245 2.122
H 1.435 -2.175 1.517
H 3.900 2.764 0.112
H 2.294 3.004 0.842
*
```

## Properties
SMILES   O=C(CCc1nnc(CCC2CCCCC2)o1)N1CCC[C@H](CN2CCCC2)C1
Total energy   -34524.216 eV

# 3
ORCA calculation (ωB97M-V/def2-TZVPD) on C33H39BCdO4SSi2 as an isolated structure.

Geometry as ORCA input:
```
! wB97M-V def2-TZVPD RIJCOSX def2/J DEFGRID3
* xyz -2 1
Cd 0.745 0.597 -0.537
C 1.101 0.656 3.609
C 0.147 1.804 3.956
C -1.057 1.263 4.721
C -0.230 2.567 2.697
C 0.757 3.272 2.006
C 0.483 3.926 0.817
C -0.799 3.894 0.268
C -1.070 4.525 -1.069
C -1.780 3.196 0.957
C -1.506 2.546 2.156
H 1.385 0.104 4.510
H 2.008 1.018 3.122
H 0.618 -0.031 2.914
H 0.681 2.506 4.610
H -1.606 0.534 4.119
H -1.747 2.061 5.005
H -0.723 0.759 5.632
H 1.771 3.283 2.393
H 1.283 4.422 0.277
H -0.692 5.549 -1.112
H -2.138 4.542 -1.289
H -0.559 3.950 -1.848
H -2.777 3.118 0.536
H -2.293 1.966 2.619
C 0.127 -2.989 2.645
Si 0.404 -3.436 0.847
C -1.251 -3.776 0.032
C 1.636 -4.865 0.608
C 1.734 -6.208 0.976
C 2.844 -6.953 0.600
C 3.863 -6.364 -0.146
C 3.772 -5.029 -0.523
C 2.661 -4.266 -0.160
Si 2.074 -2.428 -0.440
C 1.868 -2.357 -2.318
C 3.589 -1.470 0.157
H -0.456 -3.775 3.136
H -0.452 -2.064 2.703
H 1.069 -2.870 3.185
H -1.809 -4.512 0.618
H -1.120 -4.169 -0.979
H -1.845 -2.860 -0.002
H 0.950 -6.680 1.561
H 2.924 -7.996 0.888
H 4.727 -6.954 -0.432
H 4.574 -4.587 -1.108
H 2.865 -2.342 -2.773
H 1.316 -1.492 -2.684
H 1.366 -3.270 -2.649
H 4.466 -1.935 -0.308
H 3.688 -1.583 1.240
H 3.578 -0.408 -0.079
O 2.893 3.120 -1.809
B 1.804 2.284 -2.287
O 2.279 1.799 -3.569
C 3.522 2.287 -3.790
C 4.362 2.083 -4.863
C 5.607 2.718 -4.839
C 5.979 3.524 -3.771
C 5.120 3.725 -2.686
C 3.896 3.094 -2.719
H 4.061 1.448 -5.687
H 6.295 2.576 -5.664
H 6.953 4.001 -3.776
H 5.401 4.347 -1.845
O -9.066 -2.716 4.226
C -7.841 -3.329 4.341
O -7.797 -4.361 4.968
C -6.709 -2.671 3.688
C -5.424 -3.213 3.859
C -4.317 -2.639 3.286
C -4.397 -1.465 2.486
S -3.022 -0.737 1.778
C -5.705 -0.939 2.313
C -6.809 -1.519 2.892
H -8.948 -1.891 3.741
H -5.328 -4.105 4.465
H -3.337 -3.075 3.436
H -5.816 -0.054 1.699
H -7.770 -1.049 2.688
*
```

## Properties
Total energy   -74878.662 eV

# 4
ORCA calculation (ωB97M-V/def2-TZVPD) on C3H7AgClNO6S as an isolated structure.

Geometry as ORCA input:
```
! wB97M-V def2-TZVPD RIJCOSX def2/J DEFGRID3
* xyz 1 2
Ag 1.670 -2.422 -4.367
Cl 0.799 -0.599 -2.860
C 2.839 -0.278 0.419
N 2.312 1.119 0.524
O 1.101 1.233 0.630
O 3.091 2.028 0.452
H 3.833 -0.213 -0.002
H 2.122 -0.749 -0.245
H 2.813 -0.725 1.407
C -1.694 0.131 -0.706
C -1.381 -0.955 0.306
O -2.004 -0.611 1.505
S -2.600 0.895 1.410
O -1.552 1.782 1.705
O -3.830 0.933 2.064
O -2.811 0.833 -0.170
H -1.858 -0.248 -1.722
H -0.880 0.870 -0.782
H -0.273 -1.055 0.403
H -1.698 -1.969 0.028
*
```

## Properties
Total energy   -44341.950 eV
⟨S²⟩   0.7550